Entry 1:
A molecular structure, C30H37N6O3S2SiY in a non-equilibrium geometry. Source: the Open Molecules 2025 dataset; level of theory: ωB97M-V with the def2-TZVPD basis set.

Properties
- Total energy: -77388.526 eV
- Largest force on an atom: 3.0 eV/Å
- Energy above the lowest of the compared OMol25 structures with the same formula, charge and spin: 165.83 kJ/mol

CARTESIAN COORDINATES (ANGSTROEM)
Y (-0.7217, 0.3284, -0.5057)
N (0.8882, 3.9609, 2.2665)
C (0.3296, 2.8163, 1.8112)
S (-0.9553, 2.9746, 0.6949)
N (0.8094, 1.7163, 2.3470)
N (0.3465, 0.5292, 1.9372)
C (0.7058, -0.4983, 2.6609)
C (1.5619, -0.3485, 3.8657)
C (1.0759, -0.6123, 5.1433)
C (1.9034, -0.4938, 6.2455)
C (3.2228, -0.1075, 6.0871)
C (3.7047, 0.1863, 4.8224)
C (2.8799, 0.0709, 3.7180)
C (0.2568, -1.8143, 2.2733)
C (0.5677, -2.9311, 3.0700)
C (0.0505, -4.1655, 2.7543)
C (-0.7460, -4.2772, 1.6195)
C (-0.9421, -3.1467, 0.8451)
N (-0.4695, -1.9433, 1.1417)
H (0.6328, 4.8336, 1.8383)
H (1.7248, 3.8969, 2.8209)
H (0.0456, -0.9117, 5.2734)
H (1.5189, -0.7138, 7.2314)
H (3.8702, -0.0344, 6.9487)
H (4.7319, 0.4959, 4.6968)
H (3.2536, 0.2945, 2.7301)
H (1.2018, -2.8071, 3.9325)
H (0.2590, -5.0228, 3.3784)
H (-1.1974, -5.2137, 1.3344)
H (-1.5212, -3.2138, -0.0677)
C (-3.6657, 1.8459, -3.8085)
C (-2.3678, 1.7226, -3.0171)
O (-1.2769, 1.8268, -3.5858)
O (-2.4664, 1.4603, -1.7790)
H (-3.4510, 2.2135, -4.8077)
H (-4.3545, 2.5155, -3.3022)
H (-4.1268, 0.8602, -3.8688)
C (-4.4984, 2.1477, 0.0366)
S (-4.2118, 0.4233, -0.5051)
C (-5.6682, -0.2550, 0.4399)
O (-3.0697, -0.0920, 0.3098)
H (-4.5956, 2.1789, 1.1150)
H (-5.3911, 2.5242, -0.4502)
H (-3.6366, 2.7268, -0.2780)
H (-5.4720, -0.2009, 1.5027)
H (-5.8120, -1.2903, 0.1487)
H (-6.5502, 0.3189, 0.1868)
C (1.9127, 1.7926, -3.1878)
Si (1.7487, 0.5479, -1.7075)
C (2.3562, -1.1461, -2.4189)
C (3.2107, 1.2023, -0.6269)
C (3.0906, 2.4657, -0.0503)
C (4.1464, 3.0719, 0.6038)
C (5.3682, 2.4251, 0.6915)
C (5.5091, 1.1644, 0.1382)
C (4.4403, 0.5617, -0.5039)
H (2.2606, 1.2792, -4.0795)
H (2.6315, 2.5754, -2.9556)
H (0.9717, 2.2771, -3.4319)
H (3.2429, -1.0100, -3.0326)
H (1.5904, -1.5982, -3.0423)
H (2.5987, -1.8578, -1.6343)
H (2.1470, 2.9877, -0.1395)
H (4.0250, 4.0577, 1.0328)
H (6.2057, 2.9044, 1.1793)
H (6.4617, 0.6552, 0.1977)
H (4.5697, -0.4206, -0.9329)
N (-0.4660, -0.6686, -4.2268)
C (-1.4018, -1.5374, -3.7758)
C (-1.8309, -2.5838, -4.6163)
C (-2.7588, -3.4839, -4.1614)
C (-3.2739, -3.3107, -2.8767)
C (-2.7914, -2.2691, -2.1117)
N (-1.8526, -1.4089, -2.5161)
H (-0.3014, -0.6993, -5.2219)
H (-0.5037, 0.2807, -3.8471)
H (-1.4129, -2.6467, -5.6098)
H (-3.0753, -4.3034, -4.7897)
H (-4.0188, -3.9827, -2.4827)
H (-3.1760, -2.0991, -1.1136)

Entry 2:
A molecular structure, C30H37N6O4Sb2SeV. Source: the Open Molecules 2025 dataset; level of theory: ωB97M-V with the def2-TZVPD basis set.

Properties
- Total energy: -152934.618 eV
- Largest force on an atom: 0.8 eV/Å
- Multiplicity: 3
- Net charge: +2

CARTESIAN COORDINATES (ANGSTROEM)
V (-0.5692, -1.0666, -0.3566)
C (-3.6122, -0.6529, 2.5197)
Sb (-1.9169, 0.3662, 1.7121)
C (-2.8508, 1.5467, 0.1784)
C (-1.8939, 1.8219, 3.3392)
C (-2.2324, 3.2157, 2.9231)
C (-3.5655, 3.5167, 2.6444)
C (-3.9579, 4.7914, 2.2746)
C (-2.9958, 5.7906, 2.1913)
C (-1.6759, 5.5035, 2.4998)
C (-1.2702, 4.2241, 2.8767)
C (0.1677, 3.9828, 3.2449)
Sb (1.2617, 2.9073, 1.7530)
C (3.1338, 3.1632, 2.7338)
C (1.3657, 4.5622, 0.4140)
H (-4.5088, -0.0903, 2.2581)
H (-3.4859, -0.6378, 3.6028)
H (-3.7337, -1.6898, 2.2224)
H (-3.9316, 1.4103, 0.1922)
H (-2.4786, 1.3037, -0.8187)
H (-2.6230, 2.5909, 0.3882)
H (-0.9611, 1.7259, 3.8840)
H (-2.6940, 1.3964, 3.9426)
H (-4.3130, 2.7349, 2.7299)
H (-4.9966, 5.0049, 2.0677)
H (-3.2741, 6.7980, 1.9148)
H (-0.9406, 6.2984, 2.4763)
H (0.2631, 3.4430, 4.1875)
H (0.6704, 4.9412, 3.3769)
H (3.5331, 4.1563, 2.5320)
H (3.8531, 2.4209, 2.4087)
H (2.9769, 3.0620, 3.8074)
H (2.0003, 5.3447, 0.8277)
H (0.3567, 4.9555, 0.2861)
H (1.7422, 4.2713, -0.5635)
O (4.5782, 2.2985, -0.0307)
C (5.5156, 1.4433, -0.6412)
N (5.2043, 1.1875, -2.0254)
C (4.0817, 0.5612, -2.4328)
O (3.6993, 0.4943, -3.5823)
C (3.2137, -0.1115, -1.4006)
C (3.4714, -1.3246, -0.9111)
C (2.4221, -2.1014, -0.1701)
C (1.3409, -1.2384, 0.4007)
N (1.0900, -0.0152, -0.3079)
C (1.8826, 0.4660, -1.1828)
H (4.7086, 3.1985, -0.3528)
H (5.4800, 0.5200, -0.0651)
H (6.5309, 1.8375, -0.5977)
H (5.7343, 1.6380, -2.7587)
H (4.4225, -1.8082, -1.0967)
H (2.8659, -2.6994, 0.6227)
H (1.4033, -1.0807, 1.4748)
H (1.5268, 1.2595, -1.8344)
C (-1.7966, -2.5400, -5.0186)
N (-0.7469, -2.7310, -4.0022)
C (0.1667, -3.7366, -4.0909)
C (1.1294, -3.9451, -3.1596)
C (1.1481, -3.0522, -2.0617)
O (2.0449, -3.2058, -1.1253)
N (0.2459, -2.0928, -1.9724)
C (-0.7033, -1.8841, -2.9339)
O (-1.4855, -0.9467, -2.7389)
H (-1.4870, -3.0614, -5.9191)
H (-1.8996, -1.4777, -5.2192)
H (-2.7390, -2.9403, -4.6506)
H (0.0835, -4.3585, -4.9719)
H (1.8589, -4.7309, -3.2616)
Se (-3.2554, -2.2292, -0.5212)
N (-1.6300, -2.7404, 0.1494)
C (-1.5220, -4.0512, -0.0544)
C (-0.4063, -4.8452, 0.3441)
C (-0.4417, -6.1689, 0.0578)
C (-1.5480, -6.7833, -0.6324)
C (-2.6177, -6.0641, -1.0308)
C (-2.6284, -4.6543, -0.7510)
N (-3.6081, -3.8493, -1.1124)
H (0.4170, -4.3964, 0.8809)
H (0.3832, -6.7970, 0.3674)
H (-1.5133, -7.8478, -0.8167)
H (-3.4636, -6.5082, -1.5342)

Entry 3:
A molecular structure, C30H38CsN5O2SSi in a non-equilibrium geometry. Source: the Open Molecules 2025 dataset; level of theory: ωB97M-V with the def2-TZVPD basis set.

Properties
- Total energy: -62533.915 eV
- Largest force on an atom: 1.5 eV/Å
- Energy above the lowest of the compared OMol25 structures with the same formula, charge and spin: 103.41 kJ/mol
- Net charge: -2

CARTESIAN COORDINATES (ANGSTROEM)
Cs (0.7032, -1.4890, 1.0707)
N (-1.2559, -4.2038, -6.8733)
C (-0.8656, -4.2156, -5.5197)
C (-0.1822, -5.3069, -4.9914)
C (0.1789, -5.3319, -3.6534)
C (-0.1577, -4.2736, -2.8258)
C (-0.8493, -3.1851, -3.3450)
C (-1.1995, -3.1535, -4.6833)
S (0.2749, -4.2505, -1.1124)
O (-0.8864, -3.6734, -0.4521)
O (0.6578, -5.5961, -0.7527)
N (1.4175, -3.1826, -0.9110)
C (2.6216, -3.2624, -1.5243)
N (3.4963, -2.2965, -1.1337)
C (4.6412, -2.2397, -1.7804)
C (4.9962, -3.1267, -2.7915)
C (4.0647, -4.1121, -3.0634)
N (2.8965, -4.2041, -2.4477)
H (-0.6388, -4.7320, -7.4719)
H (-1.3719, -3.2706, -7.2398)
H (0.0733, -6.1413, -5.6361)
H (0.7341, -6.1612, -3.2384)
H (-1.1109, -2.3594, -2.6963)
H (-1.7366, -2.2983, -5.0774)
H (5.3286, -1.4545, -1.4750)
H (5.9407, -3.0629, -3.3115)
H (4.2683, -4.8737, -3.8134)
C (-0.0286, 6.6318, -2.1205)
C (0.4148, 5.2430, -1.7184)
C (1.7682, 4.9323, -1.7114)
C (2.1423, 3.6376, -1.3042)
C (3.6050, 3.2674, -1.2289)
C (1.1900, 2.7224, -0.9518)
C (-0.2360, 2.9664, -0.9703)
C (-0.5572, 4.3180, -1.3615)
N (-0.9951, 1.9355, -0.6388)
C (-2.4392, 1.9312, -0.4663)
C (-3.3052, 3.0177, -1.1308)
C (-2.9198, 0.5928, -1.0450)
C (-2.7371, 1.9525, 1.0396)
H (0.8264, 7.2541, -2.3941)
H (-0.5590, 7.1305, -1.3043)
H (-0.7108, 6.6044, -2.9751)
H (2.5156, 5.6674, -1.9911)
H (4.2279, 4.0443, -1.6789)
H (3.8073, 2.3288, -1.7498)
H (3.9343, 3.1363, -0.1948)
H (1.4765, 1.7344, -0.6043)
H (-1.5802, 4.6545, -1.4080)
H (-3.0644, 3.1294, -2.1901)
H (-3.2036, 3.9879, -0.6465)
H (-4.3583, 2.7261, -1.0503)
H (-2.8097, 0.6005, -2.1333)
H (-3.9661, 0.3850, -0.7981)
H (-2.2926, -0.2149, -0.6700)
H (-2.3961, 2.8962, 1.4721)
H (-2.1944, 1.1507, 1.5431)
H (-3.8059, 1.8386, 1.2550)
C (1.9697, 0.5054, 5.9914)
Si (0.8393, -0.6217, 4.9052)
C (0.8503, -2.2025, 6.0322)
C (-0.9037, 0.0544, 5.4266)
C (-1.1069, 1.3257, 5.9791)
C (-2.3742, 1.8175, 6.2745)
C (-3.5005, 1.0444, 6.0355)
C (-3.3358, -0.2264, 5.4949)
C (-2.0659, -0.6978, 5.1961)
H (1.6424, 0.5292, 7.0391)
H (2.0181, 1.5319, 5.6190)
H (2.9908, 0.1119, 5.9587)
H (0.6818, -1.9535, 7.0880)
H (1.8160, -2.7112, 5.9459)
H (0.0868, -2.9245, 5.7283)
H (-0.2495, 1.9588, 6.1800)
H (-2.4790, 2.8159, 6.6874)
H (-4.4905, 1.4300, 6.2517)
H (-4.2025, -0.8461, 5.2903)
H (-1.9752, -1.6865, 4.7531)

Q: The lowest largest force on an atom belongs to which entry?
A: C30H37N6O4Sb2SeV